Formula: C4H9NO
Source: the OMol25 dataset
Level of theory: the ωB97M-V functional and the def2-TZVPD basis

The geometry in XYZ format:
```
15
Properties=species:S:1:pos:R:3:forces:R:3:lowdin_charge:R:1
C 1.89675 0.36064 0.04366 0.0 0.0 0.0 -0.089
C 0.62575 0.06496 -0.76027 0.1 0.0 -0.1 -0.204
N -0.57737 -0.03946 0.06653 0.0 0.2 0.2 -0.166
C -1.51580 -1.11952 -0.16173 -0.1 -0.1 0.0 -0.063
C -0.88930 0.96679 0.92332 0.0 0.0 0.0 -0.339
O -0.23362 1.97702 1.09295 -0.2 -0.2 -0.1 0.016
H 2.77643 -0.05301 -0.45931 -0.1 0.1 0.0 0.070
H 1.82886 -0.09193 1.03687 0.0 0.0 -0.1 0.081
H 2.03626 1.43274 0.18073 0.0 -0.2 0.0 0.066
H 0.72758 -0.89075 -1.28526 -0.1 0.1 0.1 0.112
H 0.47792 0.83833 -1.52619 0.0 -0.1 0.1 0.124
H -1.05116 -2.09831 0.00488 0.0 0.2 0.0 0.089
H -1.92892 -1.09727 -1.17856 0.1 0.0 0.1 0.091
H -2.34907 -1.01672 0.53962 0.1 0.0 -0.1 0.081
H -1.82432 0.76650 1.48278 0.1 0.1 -0.1 0.131
```
Positions in Å, forces in eV/Å.

Summary:
**2S+1**: 1
**Kohn-Sham gap**: 0.3757 Eh
**Energy relative to the best compared isomer or geometry (same formula, charge and spin)**: 18.0 kcal per mole
**E_HOMO**: -0.3437 hartree
**E**: -7831.5399 eV
**SMILES string**: CCN(C)C=O

***

Formula: C4H9NO
Source: the OMol25 dataset
Level of theory: the ωB97M-V functional and the def2-TZVPD basis

The geometry in XYZ format:
```
15
Properties=species:S:1:pos:R:3:forces:R:3:lowdin_charge:R:1
C -1.93454 -0.29859 -0.09365 0.0 0.0 -0.1 -0.033
N -0.64736 -0.23294 -0.32933 -0.1 0.1 0.0 -0.250
C 0.41197 -1.18556 0.06407 0.0 -0.2 0.1 -0.038
C 1.44352 -0.18706 -0.54225 -0.1 -0.2 -0.3 -0.350
O 2.41848 0.31852 0.34035 -0.1 0.2 0.2 -0.037
C 0.23837 0.64941 -0.82628 -0.1 0.1 -0.1 -0.094
H -2.32552 -1.16550 0.41959 0.1 0.1 -0.1 0.063
H -1.20643 1.46856 1.39445 0.1 0.1 0.1 0.048
H -2.57909 0.48526 -0.46853 0.1 -0.1 0.0 0.064
H 0.29587 -2.15524 -0.42711 0.0 0.1 0.1 0.126
H 0.47361 -1.29956 1.15014 0.0 0.0 -0.1 0.130
H 2.00705 -0.58796 -1.39133 -0.1 0.0 0.1 0.137
H 1.95258 0.89454 0.96369 0.1 -0.1 -0.1 0.083
H -0.55605 1.75056 1.13377 -0.1 0.1 0.1 0.042
H 0.00753 1.54558 -1.38758 0.0 -0.1 0.1 0.109
```
Positions in Å, forces in eV/Å.

Summary:
**2S+1**: 1
**Kohn-Sham gap**: 0.3064 Eh
**Energy relative to the best compared isomer or geometry (same formula, charge and spin)**: 107.5 kcal per mole
**E_HOMO**: -0.2674 hartree
**E**: -7827.6570 eV

***

Formula: C4H9NO
Source: the OMol25 dataset
Level of theory: the ωB97M-V functional and the def2-TZVPD basis

The geometry in XYZ format:
```
15
Properties=species:S:1:pos:R:3:forces:R:3:lowdin_charge:R:1
C -1.46741 -0.86395 0.51130 -0.1 0.2 0.1 -0.069
C -0.70906 0.34215 1.00873 0.1 0.3 -0.2 -0.248
N -0.52481 1.53767 0.60079 -0.2 -0.6 0.4 -0.037
O -1.12330 1.85825 -0.62140 -0.1 0.1 0.1 -0.084
H -2.09345 -1.18629 1.35355 0.0 0.0 -0.2 0.074
H -2.09681 -0.71586 -0.36966 0.2 0.2 0.2 0.074
H -0.77030 -1.69195 0.31386 -0.1 0.4 0.0 0.072
H -0.16248 0.15881 1.93061 -0.1 0.1 0.1 0.106
H -0.91254 2.80244 -0.68467 -0.1 -0.4 -0.1 0.095
C 2.04389 -0.42606 -0.14494 -0.1 0.0 -0.2 -0.086
C 1.27232 -0.31246 -1.22348 0.1 -0.1 0.3 -0.088
H 2.54554 -1.35999 0.10572 0.0 0.2 -0.1 0.049
H 2.18113 0.40650 0.54566 0.0 -0.2 -0.2 0.050
H 0.72901 0.60769 -1.43964 0.2 -0.3 0.0 0.037
H 1.08829 -1.15696 -1.88644 0.2 0.2 0.1 0.056
```
Positions in Å, forces in eV/Å.

Summary:
**2S+1**: 1
**Kohn-Sham gap**: 0.3879 Eh
**Energy relative to the best compared isomer or geometry (same formula, charge and spin)**: 83.8 kcal per mole
**E_HOMO**: -0.3512 hartree
**E**: -7828.6840 eV
**SMILES string**: C/C=N\O.C=C

***

Formula: C4H9NO
Source: the OMol25 dataset
Level of theory: the ωB97M-V functional and the def2-TZVPD basis

The geometry in XYZ format:
```
15
Properties=species:S:1:pos:R:3:forces:R:3:lowdin_charge:R:1
C -0.23933 1.04828 1.96613 0.0 0.0 0.0 -0.068
C 0.23353 -0.33389 1.90811 0.3 -1.0 0.0 -0.276
N 0.60705 -1.42822 1.86969 -0.4 1.1 0.1 0.142
H 0.52676 1.71034 1.55686 -0.1 -0.1 0.1 0.088
H -1.14549 1.16262 1.36621 0.1 -0.1 0.1 0.072
H -0.46186 1.31684 3.00219 0.1 0.0 -0.2 0.083
C -0.96631 0.16586 -1.31176 -0.3 0.1 -0.1 -0.144
O 0.37592 0.29234 -0.92542 0.0 0.1 0.0 -0.270
C 1.10948 -0.86730 -1.23851 0.3 -0.2 -0.1 -0.141
H -1.05334 -0.04330 -2.38949 0.0 0.0 0.2 0.088
H -1.45942 1.11867 -1.09809 0.0 -0.2 -0.1 0.085
H -1.47674 -0.64133 -0.76051 0.1 0.1 -0.1 0.093
H 1.07604 -1.07210 -2.32018 0.0 0.0 0.2 0.087
H 2.14279 -0.68778 -0.93528 -0.1 -0.1 -0.1 0.091
H 0.73095 -1.74103 -0.68995 0.0 0.1 -0.1 0.071
```
Positions in Å, forces in eV/Å.

Summary:
**2S+1**: 1
**Kohn-Sham gap**: 0.3981 Eh
**Energy relative to the best compared isomer or geometry (same formula, charge and spin)**: 42.5 kcal per mole
**E_HOMO**: -0.3672 hartree
**E**: -7830.4748 eV
**SMILES string**: CC#N.COC

***

Q: Look up the energy relative to the best compared isomer or geometry (same formula, charge and spin) of the fourth one.
A: 42.5 kcal per mole

***

Q: Which of these has the lowest Kohn-Sham gap?
A: number 2

***

Q: Look up the energy relative to the best compared isomer or geometry (same formula, charge and spin) of the fourth one.
A: 42.5 kcal per mole